No. 1
{
  "formula": "C9H24Cl6O8P2",
  "method": "ωB97M-V/def2-TZVPD",
  "lumo_ev": 0.400,
  "orbital_gap_ev": 10.92,
  "de_lowest_kcal_mol": 0.0,
  "total_charge": 0,
  "spin_multiplicity": 1,
  "smiles": "COP(=O)(OC)OC.COP(=O)(OC)OC.ClCCl.ClCCl.ClCCl",
  "elements": ["C", "Cl", "Cl", "H", "H", "C", "Cl", "Cl", "H", "H", "C", "Cl", "Cl", "H", "H", "C", "O", "P", "O", "O", "C", "O", "C", "H", "H", "H", "H", "H", "H", "H", "H", "H", "C", "O", "P", "O", "O", "C", "O", "C", "H", "H", "H", "H", "H", "H", "H", "H", "H"],
  "positions_angstrom": [[0.301, -2.036, -5.833], [1.705, -2.873, -5.093], [0.038, -0.456, -5.061], [0.448, -2.003, -6.912], [-0.579, -2.650, -5.639], [1.305, 1.947, -3.061], [2.411, 0.756, -2.339], [2.120, 2.573, -4.505], [0.332, 1.490, -3.240], [1.097, 2.705, -2.305], [-2.577, 3.635, -1.561], [-1.556, 5.089, -1.728], [-2.468, 2.435, -2.843], [-2.175, 3.138, -0.678], [-3.607, 3.924, -1.354], [0.561, -2.650, 2.435], [-0.704, -2.546, 1.936], [-1.143, -2.953, 0.417], [-2.584, -2.852, 0.158], [-0.200, -2.035, -0.559], [-0.334, -0.613, -0.585], [-0.530, -4.426, 0.172], [-0.677, -5.085, -1.062], [1.350, -2.678, 1.684], [0.661, -3.345, 3.269], [0.726, -1.680, 2.904], [0.254, -0.098, 0.174], [-1.376, -0.315, -0.470], [-0.087, -0.240, -1.579], [-1.008, -4.520, -1.933], [-1.379, -5.912, -0.960], [0.278, -5.538, -1.327], [-0.695, 3.905, 2.492], [0.043, 2.749, 2.123], [1.076, 1.972, 3.139], [2.248, 2.881, 3.484], [0.170, 1.492, 4.413], [-0.810, 0.443, 4.165], [1.505, 0.627, 2.338], [2.683, 0.672, 1.570], [-0.397, 4.756, 1.880], [-0.728, 4.087, 3.566], [-1.704, 3.754, 2.107], [-1.162, 0.446, 3.133], [-1.639, 0.537, 4.865], [-0.317, -0.526, 4.250], [3.034, 1.679, 1.345], [2.571, 0.201, 0.593], [3.521, 0.136, 2.016]]
}


No. 2
{
  "formula": "C9H24CoO3P2",
  "method": "ωB97M-V/def2-TZVPD",
  "lumo_ev": [-2.417, -4.973],
  "orbital_gap_ev": [6.65, 8.75],
  "de_lowest_kcal_mol": 0.0,
  "total_charge": 1,
  "spin_multiplicity": 5,
  "s2": 6.024,
  "elements": ["Co", "H", "H", "P", "P", "C", "H", "H", "H", "C", "H", "H", "H", "C", "H", "H", "H", "C", "H", "H", "H", "C", "H", "H", "H", "C", "H", "H", "H", "C", "O", "H", "C", "O", "C", "O", "H", "H", "H"],
  "positions_angstrom": [[1.166, 0.127, -0.551], [-2.895, -2.756, 0.349], [-1.901, 0.841, 3.525], [-0.020, -1.543, -0.697], [0.317, 1.966, -0.912], [1.413, 3.274, -0.282], [1.103, 4.219, -0.683], [1.382, 3.275, 0.816], [2.446, 3.054, -0.610], [0.034, 2.599, -2.606], [-0.908, 2.230, -2.989], [0.055, 3.691, -2.589], [0.862, 2.233, -3.267], [-1.271, 2.132, -0.065], [-1.125, 1.952, 1.019], [-1.641, 3.164, -0.223], [-1.980, 1.406, -0.482], [-0.422, -2.267, -2.327], [-0.339, -3.374, -2.244], [-1.416, -1.956, -2.638], [0.340, -1.877, -2.991], [1.269, -2.716, -0.094], [1.162, -2.843, 0.970], [1.120, -3.628, -0.659], [2.261, -2.239, -0.329], [-1.937, -2.300, 0.421], [-2.081, -1.577, -0.430], [-1.330, -3.310, 0.207], [-1.910, -1.900, 1.428], [2.269, 0.246, 0.815], [3.009, 0.090, 1.725], [0.605, 0.054, -1.919], [0.964, 0.207, 5.078], [-0.414, 0.203, 4.687], [-0.782, 0.822, 3.592], [-0.011, 1.332, 2.775], [1.124, 1.084, 5.691], [1.624, 0.219, 4.217], [1.085, -0.685, 5.658]]
}


No. 3
{
  "formula": "C9H24CrN3O10SV",
  "method": "ωB97M-V/def2-TZVPD",
  "lumo_ev": [-0.882, -0.849],
  "orbital_gap_ev": [7.31, 7.38],
  "de_lowest_kcal_mol": 0.0,
  "total_charge": 0,
  "spin_multiplicity": 7,
  "s2": 12.029,
  "elements": ["Cr", "V", "O", "H", "O", "H", "O", "H", "S", "O", "O", "O", "O", "C", "O", "N", "C", "C", "H", "H", "H", "H", "H", "H", "H", "C", "O", "N", "C", "C", "H", "H", "H", "H", "H", "H", "H", "C", "O", "N", "C", "C", "H", "H", "H", "H", "H", "H", "H"],
  "positions_angstrom": [[0.551, 1.501, -1.732], [1.382, -0.356, 1.719], [0.050, 0.191, -3.033], [0.558, -0.465, -3.502], [1.924, -2.104, 1.011], [1.937, -2.961, 0.609], [1.051, 0.305, -0.272], [0.723, -0.597, -0.242], [-0.583, 1.260, 2.648], [0.890, 1.477, 2.585], [-0.686, -0.108, 2.062], [-1.030, 1.247, 4.055], [-1.353, 2.343, 2.029], [4.277, 1.116, 0.925], [3.267, 0.906, 1.583], [5.357, 1.811, 1.286], [6.361, 2.130, 0.297], [5.491, 2.273, 2.662], [4.359, 0.755, -0.113], [6.527, 3.206, 0.227], [6.163, 1.624, -0.643], [7.344, 1.746, 0.594], [6.263, 1.791, 3.257], [5.837, 3.312, 2.600], [4.533, 2.379, 3.162], [-2.487, 1.618, -0.491], [-1.319, 1.595, -0.882], [-3.535, 1.247, -1.243], [-4.815, 1.791, -0.907], [-3.344, 0.760, -2.601], [-2.703, 1.981, 0.520], [-4.925, 1.974, 0.164], [-5.676, 1.129, -1.056], [-5.097, 2.715, -1.421], [-2.341, 0.380, -2.787], [-4.060, -0.031, -2.825], [-3.519, 1.598, -3.282], [-3.186, -3.303, -1.769], [-4.046, -4.107, -2.082], [-2.348, -3.457, -0.717], [-1.324, -2.459, -0.461], [-2.516, -4.572, 0.187], [-3.049, -2.365, -2.330], [-0.468, -2.937, 0.014], [-1.707, -1.752, 0.289], [-1.024, -1.816, -1.289], [-1.586, -4.882, 0.661], [-3.294, -4.455, 0.941], [-2.823, -5.434, -0.408]]
}


No. 4
{
  "formula": "C9H24EuO2P2",
  "method": "ωB97M-V/def2-TZVPD",
  "lumo_ev": [0.220, -0.296],
  "orbital_gap_ev": [4.28, 3.98],
  "total_charge": 0,
  "spin_multiplicity": 8,
  "s2": 15.943,
  "elements": ["Eu", "H", "H", "P", "P", "C", "H", "H", "H", "C", "H", "H", "H", "C", "H", "H", "H", "C", "H", "H", "H", "C", "H", "H", "H", "C", "H", "H", "H", "C", "O", "H", "C", "C", "O", "H", "H", "H"],
  "positions_angstrom": [[-0.579, 0.034, -1.227], [-1.409, -1.389, 2.886], [-0.931, -1.710, 3.411], [-0.055, -2.742, -0.570], [-0.042, 3.251, 0.259], [1.533, 4.124, 0.199], [1.474, 5.116, -0.282], [1.964, 4.329, 1.187], [2.279, 3.520, -0.338], [-0.410, 2.745, -1.480], [-1.464, 2.306, -1.585], [-0.450, 3.588, -2.224], [0.402, 2.118, -2.004], [-1.359, 4.338, 0.809], [-1.316, 4.488, 1.893], [-1.395, 5.352, 0.377], [-2.319, 3.841, 0.622], [-0.139, -3.212, -2.350], [-0.228, -4.307, -2.361], [-1.028, -2.766, -2.838], [0.765, -2.905, -2.906], [1.434, -3.674, 0.030], [1.368, -3.551, 1.122], [1.400, -4.728, -0.261], [2.343, -3.212, -0.382], [-1.481, -3.721, 0.101], [-2.431, -3.260, -0.231], [-1.403, -4.755, -0.262], [-1.394, -3.700, 1.201], [1.842, -0.772, -0.193], [2.504, -1.041, 0.742], [1.999, 0.003, -1.066], [-0.882, 1.846, 2.639], [0.130, 1.936, 1.522], [1.103, 1.146, 1.555], [-1.938, 1.769, 2.322], [-0.690, 2.741, 3.273], [-0.770, 0.945, 3.256]]
}


No. 5
{
  "formula": "C9H24N2P",
  "method": "ωB97M-V/def2-TZVPD",
  "lumo_ev": [-3.739, -3.740],
  "orbital_gap_ev": [7.73, 7.73],
  "de_lowest_kcal_mol": 36.2,
  "total_charge": 1,
  "spin_multiplicity": 1,
  "elements": ["C", "C", "C", "C", "C", "C", "C", "C", "C", "N", "N", "P", "H", "H", "H", "H", "H", "H", "H", "H", "H", "H", "H", "H", "H", "H", "H", "H", "H", "H", "H", "H", "H", "H", "H", "H"],
  "positions_angstrom": [[1.918, 2.475, 1.258], [3.383, 0.928, -0.029], [1.215, 1.808, -1.044], [1.035, -2.870, 1.072], [1.541, -1.824, -1.012], [-3.376, 0.407, 1.237], [-4.042, -0.523, -0.988], [-1.599, 0.034, -0.573], [1.910, 1.349, 0.180], [1.418, -1.602, 0.461], [-2.916, -0.318, 0.027], [0.843, -0.143, 1.070], [0.865, 2.876, 1.232], [2.207, 2.118, 2.224], [2.529, 3.423, 0.962], [3.577, 0.475, -0.994], [3.769, 0.265, 0.780], [3.877, 1.909, 0.066], [1.980, 2.428, -1.721], [1.018, 0.823, -1.600], [0.448, 2.442, -0.883], [0.101, -3.412, 0.568], [1.939, -3.471, 0.937], [0.946, -2.919, 2.203], [0.537, -2.080, -1.380], [1.955, -1.006, -1.532], [2.298, -2.607, -1.136], [-2.903, 1.430, 1.529], [-4.410, 0.543, 0.952], [-3.244, -0.300, 2.154], [-5.043, -0.722, -0.510], [-4.154, 0.409, -1.560], [-3.667, -1.267, -1.785], [-1.361, -0.801, -1.254], [-1.716, 1.018, -1.183], [-2.875, -1.294, 0.270]]
}


No. 6
{
  "formula": "C9H24NP2",
  "method": "ωB97M-V/def2-TZVPD",
  "lumo_ev": 2.994,
  "orbital_gap_ev": 5.75,
  "total_charge": -1,
  "spin_multiplicity": 1,
  "elements": ["C", "C", "P", "C", "C", "P", "C", "H", "H", "H", "H", "H", "H", "H", "H", "H", "H", "H", "H", "H", "H", "H", "H", "H", "C", "C", "C", "C", "N", "H", "H", "H", "H", "H", "H", "H"],
  "positions_angstrom": [[-0.104, -0.344, 2.256], [-0.634, -0.274, 0.811], [-0.616, 1.326, -0.156], [-1.915, 2.366, 0.688], [-1.872, 2.581, 2.200], [1.450, 2.333, 0.392], [3.122, 3.135, 0.778], [0.351, 0.595, 2.569], [-0.903, -0.586, 2.962], [0.659, -1.118, 2.365], [-1.643, -0.689, 0.749], [-0.017, -0.922, 0.184], [-2.896, 1.979, 0.390], [-1.810, 3.333, 0.183], [-2.806, 3.032, 2.556], [-1.734, 1.647, 2.744], [-1.050, 3.237, 2.487], [0.758, 3.632, 0.144], [1.086, 2.427, 1.825], [2.005, 0.969, 0.623], [1.771, 2.225, -1.046], [3.829, 2.964, -0.041], [2.997, 4.214, 0.921], [3.525, 2.700, 1.697], [0.316, -4.641, -2.696], [-0.148, -3.265, -3.154], [-0.406, -2.313, -1.985], [-1.490, -2.777, -1.116], [-2.343, -3.140, -0.439], [-0.446, -5.123, -2.081], [0.527, -5.291, -3.546], [1.227, -4.564, -2.097], [-1.060, -3.355, -3.748], [0.605, -2.805, -3.797], [-0.667, -1.308, -2.324], [0.487, -2.204, -1.366]]
}


No. 7
{
  "formula": "C9H24O15V2",
  "method": "ωB97M-V/def2-TZVPD",
  "lumo_ev": -3.362,
  "orbital_gap_ev": 5.70,
  "de_lowest_kcal_mol": 26.5,
  "total_charge": 0,
  "spin_multiplicity": 1,
  "elements": ["O", "V", "O", "O", "V", "O", "C", "O", "O", "O", "C", "C", "O", "O", "H", "H", "H", "H", "H", "H", "C", "C", "O", "O", "H", "H", "H", "H", "H", "H", "C", "C", "O", "O", "H", "H", "H", "H", "H", "H", "C", "C", "O", "O", "H", "H", "H", "H", "H", "H"],
  "positions_angstrom": [[-1.398, 3.246, -0.069], [0.079, 2.798, 0.144], [0.832, 3.057, -1.249], [3.138, 0.383, 3.186], [2.676, -0.477, 1.928], [3.158, -2.009, 2.122], [0.765, 0.209, 0.150], [1.374, -0.934, 0.095], [1.294, 1.038, 0.892], [-0.236, 0.557, -0.329], [-2.455, -1.186, 1.478], [-3.248, -2.559, 1.711], [-3.591, -2.772, 3.076], [-2.918, -0.527, 0.357], [-1.411, -1.468, 1.343], [-2.480, -0.492, 2.318], [-2.810, -3.439, 1.240], [-4.233, -2.593, 1.246], [-2.895, -3.167, 3.606], [-2.237, -0.116, -0.181], [1.206, 4.355, 2.752], [0.663, 3.049, 3.365], [-0.567, 2.803, 2.678], [1.248, 4.288, 1.316], [2.221, 4.454, 3.137], [0.573, 5.165, 3.114], [0.457, 3.151, 4.431], [1.470, 2.342, 3.173], [-0.913, 2.094, 3.225], [1.830, 4.911, 0.876], [1.105, 0.855, -3.921], [-0.331, 1.029, -4.069], [-0.980, 0.238, -3.092], [1.860, 1.497, -4.885], [1.354, -0.189, -4.111], [1.418, 0.939, -2.880], [-0.772, 0.713, -5.014], [-0.644, 2.020, -3.738], [-0.707, 0.423, -2.190], [2.129, 0.876, -5.567], [0.477, -4.083, -0.678], [0.068, -3.524, -2.061], [0.982, -2.456, -2.302], [0.008, -3.410, 0.487], [1.536, -4.271, -0.504], [0.067, -5.093, -0.643], [-0.933, -3.093, -2.032], [0.456, -4.085, -2.912], [1.024, -2.051, -1.433], [0.294, -2.497, 0.415]]
}


No. 8
{
  "formula": "C9H24O3SSi2",
  "method": "ωB97M-V/def2-TZVPD",
  "lumo_ev": 0.720,
  "orbital_gap_ev": 9.08,
  "total_charge": 0,
  "spin_multiplicity": 1,
  "smiles": "CCSC[SiH2]O[SiH2]C[C@H](C)O.CC(C)=O",
  "elements": ["C", "C", "S", "C", "Si", "O", "Si", "C", "C", "C", "O", "H", "H", "H", "H", "H", "H", "H", "H", "H", "H", "H", "H", "H", "H", "H", "H", "H", "H", "C", "C", "O", "C", "H", "H", "H", "H", "H", "H"],
  "positions_angstrom": [[5.801, -2.093, -0.722], [5.618, -0.639, -0.325], [5.179, 0.442, -1.710], [3.415, 0.018, -1.887], [2.458, 1.370, -1.032], [0.848, 1.056, -1.130], [-0.423, 1.066, -0.063], [-1.541, -0.338, -0.572], [-0.852, -1.695, -0.637], [-1.611, -2.710, -1.472], [-0.730, -2.139, 0.721], [6.136, -2.693, 0.127], [6.537, -2.181, -1.521], [4.863, -2.520, -1.083], [4.847, -0.526, 0.441], [6.531, -0.216, 0.097], [3.164, -0.082, -2.943], [3.223, -0.952, -1.423], [2.888, 1.415, 0.385], [2.765, 2.663, -1.680], [0.121, 0.877, 1.302], [-1.094, 2.375, -0.165], [-1.956, -0.085, -1.553], [-2.382, -0.412, 0.124], [0.156, -1.571, -1.058], [-1.120, -3.687, -1.442], [-1.657, -2.396, -2.517], [-2.631, -2.829, -1.101], [-0.282, -2.986, 0.722], [-5.193, 3.366, 1.985], [-4.231, 2.203, 1.987], [-3.105, 2.310, 1.562], [-4.749, 0.900, 2.546], [-4.715, 4.245, 1.562], [-6.084, 3.112, 1.408], [-5.527, 3.576, 3.003], [-5.626, 0.574, 1.984], [-5.070, 1.040, 3.580], [-3.973, 0.140, 2.500]]
}


| no. | total energy (eV) |
| --- | --- |
| 1 | -119817.9147 |
| 2 | -72057.0410 |
| 3 | -99612.3353 |
| 4 | -51711.2747 |
| 5 | -21980.2746 |
| 6 | -29787.3497 |
| 7 | -91806.5174 |
| 8 | -42457.5210 |